Density functional theory data (ωB97M-V with the def2-TZVPD basis set) for C47H45CaGeIN10O2Se as an isolated structure.

Element x y z (Å)
1 Ca -0.2330 0.0745 0.4584
2 C -3.1030 -3.5708 -0.6228
3 C -3.5382 -2.6968 0.5144
4 N -4.7211 -2.8958 1.0502
5 C -5.1279 -2.1058 2.0346
6 C -4.3596 -1.0913 2.5860
7 C -4.9995 -0.1641 3.5855
8 O -4.7756 1.2045 3.2975
9 C -3.0704 -0.9067 2.0776
10 C -2.1839 0.2118 2.4656
11 N 0.2415 0.7131 2.5257
12 C 0.9752 1.6298 3.2380
13 C 0.4785 2.6162 4.1268
14 C 1.2308 3.6792 4.5821
15 C 2.5629 3.8117 4.2340
16 C 3.1262 2.8071 3.4726
17 C 2.3640 1.7472 3.0141
18 I 3.4528 0.2948 1.9283
19 C -2.6501 -1.6733 0.9619
20 O -1.5383 -1.4324 0.3753
21 H -3.5363 -4.5620 -0.5160
22 H -2.0139 -3.6165 -0.6190
23 H -3.4326 -3.1633 -1.5801
24 H -6.1301 -2.2913 2.3955
25 H -4.5975 -0.3225 4.5889
26 H -6.0783 -0.3715 3.6111
27 H -5.1492 1.3881 2.4275
28 H -2.1235 0.9892 1.6972
29 H -0.5392 2.5964 4.4718
30 H 0.7535 4.4222 5.2053
31 H 3.1523 4.6592 4.5510
32 H 4.1779 2.8507 3.2286
33 C 0.7346 1.5252 -3.5183
34 C 1.4775 0.5244 -4.1456
35 C 1.9107 -0.5383 -3.3965
36 C 1.5989 -0.6161 -2.0164
37 N 0.8825 0.3617 -1.4282
38 C 0.4890 1.3930 -2.1664
39 N 2.1157 -1.6902 -1.3803
40 C 1.8910 -2.0650 -0.1565
41 N 1.0411 -1.5348 0.7476
42 C 1.1031 -2.2196 1.9097
43 N 0.4346 -2.1018 3.0083
44 C -0.5016 -1.3232 3.5367
45 C -1.1191 -1.8051 4.6597
46 C -1.9921 -1.0462 5.4742
47 C -2.3672 0.1918 5.1044
48 C -1.9526 0.7439 3.8234
49 N -0.8388 0.0433 3.0782
50 C 2.1164 -3.2830 1.7767
51 C 2.5958 -4.2224 2.6644
52 C 3.5643 -5.1060 2.2032
53 C 4.0270 -5.0473 0.8965
54 C 3.5470 -4.0972 0.0024
55 C 2.5940 -3.2093 0.4603
56 H 0.3697 2.3815 -4.0658
57 H 1.7147 0.5976 -5.1972
58 H 2.5010 -1.3357 -3.8187
59 H -0.0642 2.1630 -1.6407
60 H -0.8342 -2.7975 4.9733
61 H -2.3005 -1.4500 6.4264
62 H -2.8946 0.8533 5.7708
63 H -1.9141 1.8242 3.8140
64 H 2.2339 -4.2615 3.6800
65 H 3.9641 -5.8536 2.8731
66 H 4.7866 -5.7441 0.5729
67 H 3.9013 -4.0483 -1.0148
68 N -5.0109 -3.8458 -8.5243
69 C -4.7686 -3.2429 -7.5801
70 C -4.4508 -2.4890 -6.4263
71 C -3.3334 -2.8217 -5.6606
72 C -2.9961 -2.0721 -4.5525
73 C -3.7695 -0.9709 -4.1795
74 C -4.8982 -0.6538 -4.9401
75 C -5.2381 -1.4016 -6.0493
76 N -3.4193 -0.1924 -3.0658
77 C -4.1124 0.8899 -2.5773
78 C -3.3985 1.3603 -1.5208
79 N -2.2743 0.6112 -1.3515
80 C -2.3142 -0.3064 -2.2749
81 H -2.7298 -3.6701 -5.9444
82 H -2.1232 -2.3466 -3.9823
83 H -5.5210 0.1872 -4.6808
84 H -6.1109 -1.1434 -6.6304
85 H -5.0337 1.2406 -2.9888
86 H -3.6232 2.1893 -0.8798
87 H -1.5635 -1.0623 -2.3756
88 C 6.1191 3.4495 0.3973
89 Ge 5.3281 2.8085 -1.3084
90 C 6.2980 3.5828 -2.8768
91 C 5.3743 0.8292 -1.4333
92 C 3.4609 3.5461 -1.4526
93 Se 2.3741 3.2229 0.1372
94 C 1.0369 4.6342 -0.1174
95 H 7.2001 3.3515 0.3714
96 H 5.7426 2.8530 1.2219
97 H 5.8708 4.4904 0.5799
98 H 7.3540 3.3342 -2.8246
99 H 6.2042 4.6647 -2.9019
100 H 5.9019 3.1831 -3.8067
101 H 6.3389 0.4650 -1.0906
102 H 5.2224 0.4949 -2.4554
103 H 4.6088 0.3806 -0.8099
104 H 2.9318 3.1270 -2.3086
105 H 3.5226 4.6293 -1.5709
106 H 1.5104 5.6144 -0.0665
107 H 0.3219 4.5348 0.6990
108 H 0.5387 4.5048 -1.0771

## Properties
- ΔE to the lowest compared entry with this formula, charge and spin: 153.4 kcal/mol
- LUMO energy: -0.8 eV
- Strongest force on any atom: 4.0 eV/Å
- HOMO-LUMO gap: 6.6 eV
- Electronic energy: -216865.6390 eV
- Spin multiplicity: 1
- HOMO level: -7.35 eV


Density functional theory data (ωB97M-V with the def2-TZVPD basis set) for one molecule with the formula C2H4N2OS.

Element x y z (Å)
1 C 0.3962 0.0944 -1.3146
2 N 0.5921 -1.2421 -1.2375
3 S -0.2555 -1.9056 0.2649
4 C -0.2686 -0.4904 1.2340
5 O -0.8255 0.6892 0.5496
6 N 0.0225 0.9570 -0.5100
7 H 0.6783 0.6285 -2.2542
8 H 0.6141 -0.0372 1.5965
9 H -0.7791 -0.5766 2.2671
10 H -0.1744 1.8826 -0.5958

## Properties
- ΔE to the lowest compared entry with this formula, charge and spin: 116.7 kcal/mol
- LUMO energy: 0.6 eV
- Strongest force on any atom: 8.7 eV/Å
- HOMO-LUMO gap: 8.9 eV
- Electronic energy: -17997.6007 eV
- Spin multiplicity: 1
- SMILES: C1=NSCON1
- HOMO level: -8.29 eV


Density functional theory data (ωB97M-V with the def2-TZVPD basis set) for a 10-piece molecular cluster, C4H27NO11 overall.

Element x y z (Å)
1 O -1.7306 -2.1134 -0.5777
2 C -1.7394 -1.2707 -1.4729
3 N -0.6168 -0.5364 -1.6390
4 C -0.7170 0.6016 -2.6079
5 C -0.1680 1.8761 -2.0409
6 C 1.3870 2.1570 -2.1595
7 O 1.9474 2.4360 -0.9075
8 H -2.6491 -1.0362 -2.0774
9 H 0.1948 -0.7739 -1.0985
10 H -0.0969 0.2333 -3.4838
11 H -1.7600 0.7658 -2.9495
12 H -0.3191 1.9352 -0.9487
13 H -0.7722 2.7264 -2.4202
14 H 1.8399 1.4013 -2.7977
15 H 1.3983 3.0813 -2.7572
16 H 2.3138 1.6664 -0.4499
17 O 0.6226 -1.5529 -4.0770
18 H 1.1397 -2.3709 -4.0897
19 H -0.1266 -1.9147 -3.5783
20 O -1.3971 3.3443 0.9478
21 H -2.1286 2.7300 0.8507
22 H -0.6481 2.8914 1.3553
23 O 0.7570 1.0834 3.4166
24 H 0.3005 1.0723 2.5645
25 H -0.0228 0.7870 3.9114
26 O -3.1912 -1.8040 1.4852
27 H -2.5909 -1.4423 2.1446
28 H -2.7145 -2.5458 1.0994
29 O -0.4067 -1.1950 3.7449
30 H -0.7543 -2.0894 3.7797
31 H 0.5611 -1.2100 3.7528
32 O -2.0887 0.8054 1.1216
33 H -2.9980 1.1093 1.1437
34 H -2.0386 0.0435 0.5229
35 O 1.9287 -2.3163 -0.2004
36 H 2.1254 -1.5610 0.3936
37 H 2.5450 -2.0699 -0.9048
38 O 1.8052 0.2281 0.7125
39 H 2.2550 0.1601 1.5585
40 H 0.9058 -0.0905 0.7353
41 O 2.1802 -1.7764 2.6746
42 H 2.7224 -1.3406 3.3433
43 H 2.7455 -2.1249 1.9795

## Properties
- ΔE to the lowest compared entry with this formula, charge and spin: 107.5 kcal/mol
- LUMO energy: -0.1 eV
- Strongest force on any atom: 3.7 eV/Å
- HOMO-LUMO gap: 9.7 eV
- Electronic energy: -28597.5477 eV
- Spin multiplicity: 1
- SMILES: O=CNCCCO.O.O.O.O.O.O.O.O.O
- HOMO level: -9.78 eV


Density functional theory data (ωB97M-V with the def2-TZVPD basis set) for C15H31BeNO3P2 as an isolated structure.

Element x y z (Å)
1 P 0.3400 -2.4732 0.8404
2 P -0.3502 2.1254 1.6033
3 C 1.5062 0.8100 -0.0402
4 C 1.2214 2.1504 0.4549
5 H 1.2257 0.7267 -1.0932
6 H 2.5434 0.4701 0.0313
7 H 2.0345 2.6701 1.0012
8 H 0.7747 2.8349 -0.2529
9 C -1.6066 3.4011 1.3003
10 H -2.1525 3.5512 2.2262
11 H -2.3371 3.0236 0.5890
12 H -1.2839 4.3863 0.9647
13 C 0.6236 2.7118 3.0571
14 H 0.6160 3.7881 2.9767
15 H 1.6392 2.3528 2.9762
16 H 0.2777 2.4416 4.0452
17 C -0.2381 -4.1312 0.4111
18 H 0.0056 -4.9350 1.1058
19 H 0.1119 -4.5205 -0.5681
20 H -1.3417 -4.1198 0.3807
21 C 2.1845 -2.7415 0.5638
22 H 2.6673 -1.7506 0.7007
23 H 2.4927 -3.1690 -0.4062
24 H 2.6536 -3.4075 1.3062
25 Be -0.1612 0.1712 -1.3117
26 C 0.2253 1.3399 -2.5807
27 C -1.0677 1.4752 -2.1164
28 C -2.2801 0.7898 -2.6915
29 C -2.0155 -0.7378 -2.7403
30 C -1.2455 -1.2786 -1.5840
31 C 0.1331 -1.5613 -1.7177
32 C 1.1063 -1.0706 -2.7816
33 C 0.8352 0.2823 -3.4817
34 C 0.2665 -2.5249 2.6350
35 H 0.9268 2.1690 -2.3158
36 H -1.3062 2.4334 -1.6154
37 H -2.6148 1.1130 -3.6892
38 H -3.1106 1.0102 -1.9976
39 H -2.9725 -1.2764 -2.7814
40 H -1.4284 -0.9927 -3.6426
41 H -1.8671 -1.8910 -0.9009
42 H 0.4240 -2.6034 -1.5729
43 H 1.1906 -1.8109 -3.5908
44 H 2.1238 -1.0901 -2.3411
45 H 1.8378 0.6381 -3.7746
46 H 0.2495 0.1190 -4.4024
47 H 1.1842 -2.1358 3.0493
48 H 0.2464 -3.6587 2.7945
49 H -0.6668 -2.0479 2.9499
50 O -1.6360 2.5472 4.9388
51 N -1.1145 1.9547 5.8962
52 O 0.0769 1.6675 5.9950
53 O -0.9474 0.7733 1.1972

## Properties
- ΔE to the lowest compared entry with this formula, charge and spin: 180.8 kcal/mol
- LUMO energy (spin up / spin down): -0.5 / -2.6 eV
- Strongest force on any atom: 5.0 eV/Å
- HOMO-LUMO gap (spin up / spin down): 5.4 / 3.1 eV
- Electronic energy: -42658.4728 eV
- Spin multiplicity: 1
- HOMO level (spin up / spin down): -5.89 / -5.69 eV


Density functional theory data (ωB97M-V with the def2-TZVPD basis set) for a 7-piece molecular cluster, C39H94BINO17P overall.

Element x y z (Å)
1 C -8.4987 -3.7799 -0.0143
2 C -8.6065 -2.2989 -0.3772
3 O -7.5556 -1.9222 -1.2534
4 C -6.4927 -1.2881 -0.5772
5 C -5.1834 -1.6396 -1.2486
6 O -4.2616 -0.6511 -0.8694
7 C -2.8992 -0.8074 -1.1976
8 C -2.5257 0.5171 -1.9371
9 C -3.7068 1.3515 -2.3820
10 O -4.5305 0.7537 -3.3842
11 C -2.5526 -1.9882 -2.1172
12 N -3.0106 -1.8445 -3.4881
13 C -3.2532 -3.1366 -4.1314
14 O -2.0971 -0.8073 0.0096
15 C -2.1383 -1.9393 0.8322
16 O -3.3874 -2.1198 1.4831
17 C -3.8586 -3.4513 1.4727
18 C -3.2528 -4.3822 2.5288
19 C -1.0057 -1.8897 1.8708
20 O -0.6841 -0.6246 2.4282
21 C -1.5029 0.0497 3.3386
22 I -2.6314 -1.2533 4.7327
23 C -2.5724 0.9249 2.6946
24 P -1.9838 2.2497 1.6161
25 O -1.6844 3.5183 2.2823
26 O -3.1817 2.4955 0.5775
27 O -0.7740 1.7657 0.7304
28 C -0.5461 0.8331 4.2959
29 C -1.2741 1.8876 5.1219
30 C 0.7520 1.3255 3.6077
31 C 1.2083 2.7325 3.9857
32 B 0.3806 -2.3646 1.1792
33 O 1.3290 -2.9234 2.0295
34 O 0.6644 -2.2748 -0.1474
35 C 1.3429 -3.4042 -0.6986
36 C 0.4205 -4.6146 -0.8652
37 H -8.8380 -3.9839 0.9906
38 H -7.4588 -4.0560 -0.1550
39 H -9.0720 -4.3386 -0.7452
40 H -8.6152 -1.6994 0.5315
41 H -9.5302 -2.0794 -0.9024
42 H -6.6174 -0.2109 -0.4556
43 H -6.4396 -1.7055 0.4305
44 H -4.9291 -2.6386 -0.9317
45 H -5.3629 -1.6743 -2.3232
46 H -2.0066 1.1482 -1.2239
47 H -1.8134 0.3373 -2.7339
48 H -4.2838 1.6937 -1.5347
49 H -3.3005 2.2551 -2.8270
50 H -5.4227 0.7208 -3.0308
51 H -1.4590 -2.0175 -2.1063
52 H -2.8445 -2.9536 -1.7218
53 H -2.2837 -1.3951 -4.0228
54 H -3.8736 -3.0162 -5.0136
55 H -3.7730 -3.8019 -3.4515
56 H -2.3188 -3.5957 -4.4648
57 H -1.9545 -2.8698 0.2905
58 H -4.9232 -3.3901 1.6692
59 H -3.7588 -3.9340 0.5007
60 H -4.0405 -5.0221 2.9133
61 H -2.5116 -5.0527 2.0987
62 H -2.8048 -3.8539 3.3585
63 H -1.1576 -2.6828 2.5970
64 H -3.2376 0.3141 2.0884
65 H -3.2104 1.3898 3.4327
66 H -3.6629 3.2603 0.9217
67 H -0.7267 0.7956 0.6725
68 H -0.2329 0.0833 5.0117
69 H -2.2449 1.5549 5.4721
70 H -0.6770 2.0650 6.0107
71 H -1.3689 2.8406 4.6185
72 H 1.5575 0.6690 3.9210
73 H 0.7365 1.2877 2.5291
74 H 0.4446 3.4624 3.7521
75 H 1.5166 2.8103 5.0239
76 H 2.0582 3.0058 3.3682
77 H 1.1687 -3.8605 2.1846
78 H 2.2322 -3.6953 -0.1520
79 H 1.6860 -3.1217 -1.6870
80 H -0.5742 -4.4566 -0.4559
81 H 0.2947 -4.8939 -1.9040
82 H 0.8355 -5.4825 -0.3612
83 C -2.3056 5.2565 -5.8784
84 C -1.5046 4.0473 -5.4191
85 C -0.9264 3.2881 -6.6023
86 O -2.3296 3.1805 -4.6461
87 H -3.1462 4.9427 -6.5035
88 H -2.7188 5.7878 -5.0210
89 H -1.6873 5.9485 -6.4523
90 H -0.6983 4.3721 -4.7603
91 H -1.7299 2.9178 -7.2458
92 H -0.3564 2.4239 -6.2597
93 H -0.2720 3.9227 -7.1976
94 H -3.0477 2.8786 -5.2151
95 C 5.9186 4.9181 4.2131
96 C 5.4877 3.4661 4.0646
97 C 6.6929 2.5453 3.9499
98 O 4.6518 3.3211 2.9180
99 H 6.4908 5.2367 3.3386
100 H 5.0462 5.5681 4.2902
101 H 6.5384 5.0593 5.1007
102 H 4.8805 3.1750 4.9232
103 H 7.2844 2.7958 3.0717
104 H 6.3713 1.5078 3.8434
105 H 7.3335 2.6222 4.8305
106 H 5.1667 3.5735 2.1440
107 C 4.6874 -1.5283 -1.9249
108 C 5.2394 -2.0297 -3.2506
109 C 5.8125 -0.9033 -4.0975
110 O 4.2116 -2.7199 -3.9671
111 H 3.8585 -0.8334 -2.0871
112 H 4.3008 -2.3600 -1.3347
113 H 5.4531 -1.0138 -1.3432
114 H 6.0269 -2.7603 -3.0597
115 H 5.0582 -0.1588 -4.3528
116 H 6.2046 -1.2989 -5.0353
117 H 6.6221 -0.4005 -3.5649
118 H 3.5105 -2.0839 -4.1464
119 C -6.8437 -4.9352 5.0306
120 C -8.2742 -4.9545 4.5131
121 C -9.0591 -6.1201 5.0948
122 O -8.2752 -5.0277 3.0862
123 H -6.3204 -5.8512 4.7407
124 H -6.2932 -4.0961 4.6027
125 H -6.8153 -4.8511 6.1175
126 H -8.7679 -4.0168 4.7696
127 H -8.6013 -7.0705 4.8071
128 H -10.0798 -6.1220 4.7121
129 H -9.0954 -6.0697 6.1836
130 H -7.8432 -5.8504 2.8316
131 C 5.6826 3.6240 -7.1918
132 C 6.1424 2.3477 -6.5073
133 C 6.9679 1.4841 -7.4490
134 O 5.0211 1.6021 -6.0278
135 H 5.0481 3.3906 -8.0511
136 H 5.0933 4.2318 -6.5064
137 H 6.5314 4.2146 -7.5389
138 H 6.7354 2.6008 -5.6278
139 H 6.3706 1.1840 -8.3143
140 H 7.2919 0.5728 -6.9458
141 H 7.8498 2.0173 -7.8062
142 H 4.4750 1.3574 -6.7830
143 C 10.3528 5.8062 4.2143
144 C 9.9410 4.3514 4.0494
145 C 11.1531 3.4380 3.9537
146 O 9.1256 4.2041 2.8867
147 H 10.9362 6.1385 3.3512
148 H 9.4730 6.4469 4.2782
149 H 10.9539 5.9490 5.1132
150 H 9.3219 4.0494 4.8949
151 H 11.7605 3.6991 3.0827
152 H 10.8406 2.4006 3.8330
153 H 11.7773 3.5124 4.8450
154 H 9.6509 4.4672 2.1229

## Properties
- LUMO energy: 0.3 eV
- Strongest force on any atom: 2.3 eV/Å
- HOMO-LUMO gap: 8.9 eV
- Electronic energy: -96332.8358 eV
- Spin multiplicity: 1
- SMILES: CCOCCO[C@](CCO)(CNC)O[C@H](OCC)[C@H](O[C@](I)(CP(=O)(O)O)[C@H](C)CC)B(O)OCC.CC(C)O.CC(C)O.CC(C)O.CC(C)O.CC(C)O.CC(C)O
- HOMO level: -8.65 eV


Density functional theory data (ωB97M-V with the def2-TZVPD basis set) for one molecule with the formula C7H5N.

Element x y z (Å)
1 C 2.7800 -0.3013 -0.0042
2 C 1.4711 -0.1707 -0.0770
3 C 0.2459 0.5369 0.0164
4 C -0.7786 1.4499 0.0189
5 C -2.0168 0.7218 0.0414
6 N -2.1600 -0.5885 -0.0680
7 C -1.1560 -1.4303 -0.0111
8 C 0.0689 -0.8529 0.1155
9 H 3.3235 -1.2892 0.2343
10 H 3.3619 0.4565 -0.2752
11 H -0.8281 2.4653 0.0070
12 H -2.8053 1.4118 0.0287
13 H -1.5067 -2.4093 -0.0265

## Properties
- ΔE to the lowest compared entry with this formula, charge and spin: 66.3 kcal/mol
- LUMO energy: 0.2 eV
- Strongest force on any atom: 4.7 eV/Å
- HOMO-LUMO gap: 9.0 eV
- Electronic energy: -8825.3379 eV
- Spin multiplicity: 1
- SMILES: C=C1c2ccncc21
- HOMO level: -8.81 eV


Density functional theory data (ωB97M-V with the def2-TZVPD basis set) for C4H10N4O as an isolated structure.

Element x y z (Å)
1 C -1.5298 -1.5878 -0.0365
2 C -1.1201 0.8169 0.4700
3 C -0.6241 1.9293 -0.3617
4 C 1.8646 -0.2504 -0.0525
5 H -2.6816 -1.3780 0.2431
6 H -0.8464 -2.0013 0.9611
7 H -1.6446 -2.3742 -1.1150
8 H -0.2337 0.4885 1.2534
9 H -2.1687 0.7046 0.9474
10 H -0.9413 2.8691 0.1561
11 H -1.1004 1.9584 -1.4549
12 H 2.3939 1.5661 0.8199
13 H 2.8410 -1.6197 -0.5534
14 H 0.6180 -1.7854 -0.5397
15 N -0.7168 -0.4043 -0.4222
16 N 1.4609 1.0150 0.5253
17 N 3.0130 -0.6532 -0.1257
18 N 0.6874 -0.9157 -0.1084
19 O 0.7289 1.6220 -0.6062

## Properties
- ΔE to the lowest compared entry with this formula, charge and spin: 183.6 kcal/mol
- LUMO energy: 0.8 eV
- Strongest force on any atom: 6.0 eV/Å
- HOMO-LUMO gap: 9.3 eV
- Electronic energy: -12310.5751 eV
- Spin multiplicity: 1
- HOMO level: -8.43 eV


Density functional theory data (ωB97M-V with the def2-TZVPD basis set) for a 2-piece molecular cluster, C3H10N2O overall.

Element x y z (Å)
1 C -0.7886 -0.4086 0.9169
2 C 2.4834 0.2009 -0.0981
3 C -1.4573 -1.3714 -0.0109
4 N 1.1267 -0.2021 -0.3514
5 N -1.1664 1.3648 -0.4388
6 O 0.4851 -0.2432 0.9608
7 H -0.2201 1.0683 -0.7776
8 H -1.2661 -0.1982 1.8681
9 H -1.7791 1.4499 -1.2396
10 H -1.1028 2.2403 0.0649
11 H 2.5804 1.1343 0.4820
12 H 2.9185 0.3718 -1.0852
13 H 3.0801 -0.5725 0.4088
14 H -2.4370 -0.9844 -0.2915
15 H -1.5818 -2.3242 0.5063
16 H -0.8748 -1.5257 -0.9148

## Properties
- ΔE to the lowest compared entry with this formula, charge and spin: 112.5 kcal/mol
- LUMO energy (spin up / spin down): 0.8 / 0.8 eV
- Strongest force on any atom: 1.7 eV/Å
- HOMO-LUMO gap (spin up / spin down): 7.7 / 7.7 eV
- Electronic energy: -8296.6267 eV
- Spin multiplicity: 1
- HOMO level (spin up / spin down): -6.84 / -6.85 eV